# 1
ORCA calculation (ωB97M-V with the def2-TZVPD basis set) on 16 unconnected molecules or ions with the total composition C56H150N6O22.

```
234
Properties=species:S:1:pos:R:3:forces:R:3
C 1.02589 5.52410 7.54287 1.26 1.18 -0.26
C 1.37064 5.42143 6.07636 -1.43 -0.43 -0.20
O 0.26534 4.76406 5.46533 -0.12 -0.94 0.28
H 1.87504 6.12194 7.87398 0.11 -0.09 0.96
H 0.98146 4.58027 8.08629 -0.20 0.15 -0.14
H 0.15663 6.16905 7.67129 -0.20 -0.42 0.09
H 2.27671 4.83882 5.90986 0.21 -0.02 0.00
H 1.48335 6.41867 5.65103 0.16 0.05 -0.05
H -0.02127 5.17978 4.64885 0.40 0.67 -0.55
C 5.33857 3.92098 3.48825 1.62 0.31 0.31
C 6.72675 4.58497 3.46118 -0.11 -0.40 0.81
O 7.19751 4.95628 4.78206 -0.52 -0.02 -0.61
H 5.36574 3.06707 4.16516 -0.03 0.05 0.15
H 5.16898 3.49943 2.49748 -0.54 0.29 -0.01
H 4.60361 4.64361 3.84286 -0.15 -0.18 -0.33
H 6.74172 5.49292 2.85828 -0.19 -0.08 -0.37
H 7.47202 3.87660 3.09940 -0.09 -0.09 -0.50
H 7.98162 5.46078 4.55347 0.22 0.15 0.60
C -1.79276 0.66169 6.39320 -0.85 1.10 0.06
C -0.78913 1.66013 5.82657 0.19 -1.25 1.12
O -0.11645 2.22489 6.96502 -0.09 -0.28 -0.86
H -2.40612 0.28521 5.57457 0.01 -0.39 0.09
H -2.44228 1.20042 7.08313 -0.27 0.05 -0.02
H -1.36155 -0.13133 7.00417 0.36 -0.05 -0.47
H -1.20835 2.43219 5.18137 -0.31 0.06 0.19
H -0.15792 1.02241 5.20771 0.77 0.36 -0.17
H 0.20783 3.07829 6.66810 0.10 0.37 -0.12
C 4.01616 1.96150 9.38372 -0.68 -0.69 2.54
C 3.07451 2.19357 8.25574 0.92 0.72 0.76
O 3.90588 2.28267 7.13854 -0.39 -0.39 -2.49
H 3.41718 1.79777 10.27955 -0.21 -0.38 0.33
H 4.62091 2.79332 9.74488 0.26 0.27 -0.85
H 4.62192 1.06255 9.26943 0.08 0.17 -0.27
H 2.48176 3.08538 8.45928 -0.02 0.28 -0.26
H 2.34334 1.39217 8.14974 0.33 -0.14 -0.38
H 4.46298 3.06170 7.07253 -0.23 0.17 0.59
C -0.28143 -4.06555 2.84639 -0.67 -1.12 -0.51
C 0.52602 -2.82315 3.01256 -0.53 -0.07 0.15
O -0.31346 -1.69588 3.02437 -0.34 -0.35 1.48
H 0.42258 -4.86091 2.60170 -0.19 -0.35 -0.23
H -1.05270 -3.94745 2.08528 0.20 -0.05 -0.49
H -0.85193 -4.40897 3.70934 0.24 0.36 0.41
H 1.27012 -2.78692 2.21688 0.14 0.29 -0.08
H 1.02530 -3.01946 3.96139 0.43 0.93 0.21
H -0.16977 -1.12691 2.26462 0.78 0.20 -0.86
C 2.21888 -5.45753 -0.64502 -1.28 0.35 -0.36
C 1.69532 -6.10435 -1.92811 1.07 0.60 0.99
O 2.62015 -7.09955 -2.23960 0.32 -1.26 -1.09
H 3.23266 -5.07887 -0.77527 -0.13 -0.09 0.06
H 2.15477 -6.20194 0.14862 0.27 0.07 0.15
H 1.53079 -4.65151 -0.39015 0.18 0.33 0.35
H 1.72338 -5.40333 -2.76230 -0.30 0.04 -0.01
H 0.69956 -6.51827 -1.76919 -0.31 0.10 -0.17
H 2.56745 -7.78679 -1.57137 0.11 -0.07 0.06
C -3.97046 -0.41145 2.50533 -0.17 0.94 0.41
C -5.05533 0.31627 3.31970 1.65 -1.63 0.62
O -6.04338 0.91800 2.55234 -0.50 0.24 0.09
H -4.36060 -1.24179 1.91676 -0.16 0.00 0.13
H -3.21604 -0.76810 3.20658 0.04 -0.22 -0.07
H -3.46258 0.27285 1.82570 -0.09 0.09 -0.06
H -4.66247 1.01895 4.05456 0.75 0.47 -0.34
H -5.46879 -0.42285 4.00589 -0.47 -0.52 -0.11
H -6.57024 1.21954 3.29606 -1.01 0.63 -0.65
C -3.92204 4.39957 0.27720 -0.31 0.27 0.55
C -3.11459 3.19414 0.74914 0.16 -0.46 -1.94
O -1.95146 3.06349 -0.11808 -0.01 0.65 1.78
H -4.05327 4.44849 -0.80376 0.37 -0.38 -0.10
H -3.45811 5.34061 0.57268 0.02 -0.01 0.03
H -4.94318 4.38571 0.65823 -0.02 -0.01 0.37
H -3.72670 2.29767 0.65049 -0.19 -0.17 -0.13
H -2.82349 3.16942 1.79926 0.31 0.60 -0.05
H -2.11926 2.48790 -0.86784 -0.28 -0.15 -0.27
C -1.89294 -4.99780 -4.89389 -0.28 -0.11 0.03
C -0.67879 -5.85413 -5.13122 0.04 -0.20 0.25
O 0.35548 -5.02254 -5.61701 0.10 -0.08 0.10
H -2.19172 -4.55697 -5.84494 -0.06 0.28 0.16
H -1.71734 -4.24079 -4.12957 0.21 0.13 -0.31
H -2.73599 -5.57039 -4.50722 -0.10 -0.32 -0.10
H -0.87529 -6.65441 -5.84470 -0.28 -0.06 -0.27
H -0.35144 -6.35898 -4.22234 -0.04 0.03 0.36
H 1.13676 -5.58030 -5.60703 0.38 0.23 -0.19
C -0.15258 -1.17501 -6.69061 0.40 -0.72 0.95
C 1.35388 -0.83961 -6.61725 -1.22 -0.60 -1.42
O 1.54311 0.37672 -5.99650 0.60 0.93 -0.25
H -0.52234 -1.30013 -5.67291 -0.18 0.00 0.23
H -0.32456 -2.13356 -7.18021 0.00 0.02 -0.22
H -0.76729 -0.39528 -7.14034 0.39 0.08 -0.22
H 1.65030 -0.81248 -7.66583 0.48 0.56 -0.03
H 1.99367 -1.60875 -6.18460 -0.33 -0.44 0.34
H 1.21740 0.28926 -5.09768 -0.21 0.23 0.87
C -4.67051 4.07141 -5.91651 1.44 1.23 0.12
O -5.01810 2.77441 -5.54272 -2.55 -0.50 -1.48
C -6.27870 2.49432 -6.28214 0.54 -0.35 0.07
C -6.89046 1.12352 -6.01633 0.99 1.11 1.50
N -7.33652 1.07986 -4.60484 -0.39 -1.20 -0.98
C -7.86721 -0.24830 -4.19853 0.68 1.18 0.06
C -6.89627 -1.41083 -4.12834 -0.10 -0.95 0.85
O -5.94936 -1.27901 -3.06447 0.25 0.70 0.22
C -5.02532 -2.32560 -2.99694 0.08 -0.69 -0.72
H -3.75789 4.31789 -5.37386 -0.01 0.10 0.06
H -5.38571 4.87713 -5.75094 -0.61 -0.30 0.77
H -4.45325 4.24876 -6.96981 0.20 -0.80 -0.45
H -6.11456 2.49832 -7.35971 0.59 0.32 -0.17
H -6.98555 3.29958 -6.08212 -0.10 -0.03 0.32
H -6.09076 0.40520 -6.19691 -0.02 -0.40 -0.32
H -7.69225 1.00279 -6.74478 -0.21 -0.20 0.29
H -6.51424 1.25622 -4.04550 0.12 0.21 0.22
H -8.66869 -0.54110 -4.87675 -0.08 0.10 -0.03
H -8.29263 -0.06213 -3.21239 -0.12 -0.42 0.08
H -6.41428 -1.68902 -5.06557 0.30 0.44 -0.26
H -7.48920 -2.28574 -3.86176 -0.37 -0.33 -0.10
H -4.34880 -2.33395 -2.14233 -0.26 0.88 0.22
H -4.41150 -2.36753 -3.89669 0.28 0.17 -0.26
H -5.49730 -3.30723 -2.95538 -0.58 -0.28 0.03
C 3.84020 6.64585 1.32568 -0.41 1.38 -0.25
O 2.47380 6.45642 1.45488 -1.84 -1.60 1.28
C 2.16013 5.28564 2.25479 -0.46 -1.36 -2.19
C 0.62050 4.97451 2.18050 1.69 0.67 1.01
N -0.01975 6.06312 2.90940 -1.08 0.05 -0.06
C -1.46284 6.03263 2.68838 -0.47 1.13 -0.82
C -2.18372 7.36217 3.07698 0.41 -0.57 0.07
O -1.51517 8.51449 2.53237 -1.28 -0.23 0.26
C -2.22527 9.76121 2.78383 1.18 -0.76 0.62
H 4.40498 5.93128 0.72691 -0.19 -0.66 0.16
H 4.23034 6.76101 2.33693 0.76 0.23 -0.16
H 3.79134 7.55961 0.73345 1.10 0.38 0.31
H 2.57546 5.22214 3.26056 -0.34 1.03 0.40
H 2.72617 4.48906 1.77194 -0.27 -0.48 -0.16
H 0.35820 4.05780 2.70864 0.45 -0.26 0.15
H 0.24736 4.80891 1.16984 0.17 0.43 -0.38
H 0.28787 6.94068 2.51527 0.31 0.26 0.05
H -1.92802 5.16363 3.15372 -0.05 0.12 0.59
H -1.64914 5.84992 1.63007 -0.05 0.15 -0.41
H -2.26262 7.39424 4.16365 0.38 0.42 0.33
H -3.22392 7.32707 2.75319 -0.12 -0.09 -0.43
H -1.47063 10.51214 2.54991 -0.40 0.18 -0.12
H -2.47404 9.84006 3.84215 0.18 -0.04 0.27
H -3.17361 9.93490 2.27534 0.16 -0.45 -0.66
C 5.46581 2.35729 -0.55094 0.09 -1.06 0.43
O 5.88153 1.30758 0.33333 1.14 1.17 0.39
C 7.16373 1.59672 0.94551 -0.31 -0.26 -0.06
C 7.30034 0.70666 2.16509 -1.66 0.45 0.57
N 7.29767 -0.69588 1.87422 0.91 0.27 0.02
C 8.55854 -1.06677 1.30139 -0.71 -1.65 -0.77
C 8.31891 -2.51653 0.89881 0.89 -0.50 0.14
O 7.26717 -2.65495 -0.09359 1.07 0.47 0.38
C 7.19207 -3.96727 -0.58370 -0.13 -0.87 0.32
H 4.43433 2.05815 -0.73711 -0.02 0.63 -0.47
H 6.08120 2.39391 -1.44985 -0.08 -0.31 -0.33
H 5.55977 3.35524 -0.12273 -0.32 0.02 0.46
H 7.27295 2.64182 1.23520 -0.44 0.25 0.03
H 7.96669 1.42071 0.22970 0.07 -0.16 -0.25
H 6.42709 0.84056 2.80352 -0.29 0.56 -0.06
H 8.11814 0.97956 2.83205 0.43 -0.07 -0.37
H 6.64133 -0.93924 1.14616 -0.72 0.37 0.18
H 9.36623 -0.95961 2.02545 0.06 -0.25 0.00
H 8.82297 -0.53578 0.38694 0.16 0.40 -0.13
H 8.07699 -3.07259 1.80456 -0.48 -0.12 0.06
H 9.27675 -2.93489 0.58957 -0.03 -0.25 -0.77
H 6.97073 -4.66932 0.22020 -0.08 -0.10 0.34
H 8.10616 -4.34786 -1.03942 0.36 0.38 -0.12
H 6.39776 -4.11377 -1.31562 -0.09 0.64 -0.02
C -0.50880 -2.48224 -2.67637 -0.60 2.02 0.85
O -0.36610 -1.27631 -1.84817 0.50 -1.60 -0.38
C -1.27436 -1.13055 -0.77500 0.00 -0.28 0.89
C -0.84144 0.05087 0.11507 0.25 0.09 -1.31
N 0.40256 -0.15879 0.84115 0.59 0.18 0.46
C 0.81957 1.11441 1.48001 -0.26 0.41 0.01
C 2.28615 1.07811 1.96276 0.04 0.25 0.48
O 2.83329 2.23061 2.65888 -0.59 -0.70 -0.12
C 2.51520 2.33059 4.06507 -1.21 -0.12 -0.98
H 0.15261 -2.36731 -3.53510 0.17 -0.10 0.26
H -1.53187 -2.45773 -3.05165 -0.23 -0.24 -0.12
H -0.34397 -3.40504 -2.12013 0.24 0.03 0.13
H -1.30200 -2.01313 -0.13596 0.11 -0.53 -0.01
H -2.26864 -1.00450 -1.20349 -0.32 0.37 0.18
H -1.58670 0.36826 0.84441 -0.32 -0.23 -0.27
H -0.71282 0.85527 -0.60914 -0.09 0.44 0.18
H 1.14591 -0.33470 0.18039 0.02 -0.50 -0.43
H 0.09386 1.31378 2.26848 0.15 0.18 0.34
H 0.70425 1.90378 0.73724 0.02 0.43 -0.01
H 2.90937 0.97162 1.07487 0.14 -0.05 0.03
H 2.39730 0.18533 2.57813 0.20 -0.16 0.20
H 3.04334 3.17130 4.51492 0.39 -0.50 -0.18
H 2.63349 1.37769 4.58089 0.53 0.08 0.12
H 1.46113 2.58991 4.16400 -0.28 0.02 0.08
C -1.94826 -10.65219 -5.24140 0.49 -0.01 -0.58
O -2.97199 -9.66981 -5.13641 -0.70 0.38 0.53
C -4.19835 -10.13949 -4.59230 1.27 -0.79 -0.44
C -5.19020 -8.98388 -4.56363 -1.14 1.22 -1.29
N -4.70543 -7.88925 -3.74660 1.67 -3.37 0.82
C -4.73085 -8.04554 -2.33395 -1.15 2.66 1.14
C -4.24166 -6.74471 -1.65106 0.50 0.26 0.79
O -2.83626 -6.63367 -1.58569 -0.24 -0.92 -0.92
C -2.40380 -5.44733 -0.96390 0.61 0.55 0.68
H -1.66018 -11.13506 -4.30762 -0.35 0.12 0.28
H -1.06639 -10.13855 -5.62423 -0.13 0.08 0.07
H -2.20785 -11.41393 -5.97657 -0.21 -0.10 0.03
H -3.98092 -10.65950 -3.65933 -0.37 0.34 0.53
H -4.64342 -10.89653 -5.23798 -0.22 -0.03 -0.26
H -6.23401 -9.24076 -4.38325 0.25 -0.22 0.62
H -5.19212 -8.58581 -5.57834 0.12 -0.09 -0.28
H -3.72064 -7.81984 -3.95983 0.76 1.33 -0.99
H -4.07501 -8.84605 -1.99168 0.11 -0.39 -0.26
H -5.76472 -8.15205 -2.00552 0.06 -0.60 0.03
H -4.65016 -6.78045 -0.64114 -0.12 -0.02 0.23
H -4.65761 -5.84993 -2.11415 -0.24 0.04 -0.32
H -1.32425 -5.30982 -1.02536 0.05 -0.54 -0.55
H -2.55498 -5.49739 0.11440 -0.58 0.16 0.10
H -2.83302 -4.54966 -1.40891 -0.38 0.01 0.04
C 3.35760 -1.68390 -0.47929 0.33 0.31 1.16
O 2.60177 -0.65619 -1.03407 -0.01 1.05 -2.34
C 3.01738 -0.21449 -2.37640 -0.64 -0.36 1.04
C 2.26488 1.05864 -2.68205 -1.21 0.24 -0.45
N 0.85016 0.81153 -3.11704 1.47 -0.38 0.33
C 0.04666 2.02423 -3.17413 -0.68 -1.44 -0.78
C -1.43109 1.74207 -3.48352 0.37 1.24 -0.41
O -2.23779 1.59359 -2.34919 1.05 -0.33 0.49
C -3.59196 1.43697 -2.60583 -0.80 0.04 1.37
H 3.89828 -2.31829 -1.18165 -0.28 -0.11 -0.18
H 2.66156 -2.22136 0.16474 0.16 -0.55 -0.13
H 4.07694 -1.20867 0.18765 0.49 -0.25 0.08
H 2.76686 -0.99971 -3.08968 -0.16 -0.14 -0.14
H 4.09706 -0.07999 -2.44181 0.12 0.19 0.36
H 2.75420 1.63060 -3.47040 0.19 -0.01 -0.01
H 2.21711 1.66982 -1.78078 0.41 0.21 0.25
H 0.48955 0.13276 -2.46179 -0.39 0.02 -0.02
H 0.38492 2.50490 -4.09209 0.20 0.76 0.35
H 0.06627 2.64463 -2.27814 0.35 0.36 0.04
H -1.58914 0.92045 -4.18212 0.18 -0.19 -0.09
H -1.74249 2.67749 -3.94842 -0.37 0.02 -0.51
H -4.10127 2.32063 -2.99031 0.34 -0.02 -1.06
H -4.02382 1.42200 -1.60515 -0.28 -0.68 0.14
H -3.77065 0.48988 -3.11495 -0.40 0.20 -0.33
```
Positions in Å, forces in eV/Å.

The charge is +1. The expectation value of S² is 0.754. Its HOMO-LUMO gap (spin up / spin down) is 7.2559 / 1.6419 eV. The multiplicity is 2. Its calculated total energy is -114468.649 eV.



# 2
ORCA calculation (ωB97M-V with the def2-TZVPD basis set) on a molecular structure, C14H35NP2RhS2.

```
55
Properties=species:S:1:pos:R:3:forces:R:3
Rh -0.61989 -0.02734 -0.02624 2.31 0.67 -0.73
S -1.11866 2.23141 -0.42596 -1.11 1.13 -1.24
S -0.91228 -2.38839 -0.29372 -0.99 -1.00 -1.34
C -2.93632 2.24158 -0.58433 -0.10 0.32 0.13
C -0.66502 2.30163 -2.20093 0.32 0.42 0.23
C -1.04443 1.05036 -2.95217 -0.06 -0.17 -0.04
N -0.54606 -0.13647 -2.20987 -0.70 -0.40 -1.23
C -0.97728 -1.39091 -2.88919 -0.03 0.29 -0.05
C -0.53431 -2.57720 -2.07130 0.46 -0.47 0.20
H 0.42395 2.44281 -2.22034 -0.23 0.18 0.00
H -1.15623 3.18852 -2.60903 0.20 -0.05 -0.06
H -0.59862 1.05118 -3.95856 -0.13 0.16 0.22
H -2.12929 0.96041 -3.07832 0.21 -0.06 0.09
H -0.53681 -1.42111 -3.89830 -0.11 -0.17 0.26
H -2.06436 -1.36675 -3.01636 0.17 0.10 0.09
H 0.55510 -2.70026 -2.13376 -0.23 -0.17 0.05
H -1.02441 -3.50259 -2.38503 0.22 0.07 -0.14
C -2.74323 -2.51464 -0.42399 0.16 -0.29 0.32
H 0.47665 -0.11044 -2.22009 0.11 0.00 -0.19
H -3.18500 -1.71268 -1.03148 0.27 -0.19 0.19
H -3.15250 -2.49435 0.59302 0.07 -0.04 -0.32
H -2.95008 -3.49481 -0.87325 -0.04 0.26 0.13
H -3.34103 2.27538 0.43097 0.04 0.09 -0.37
H -3.31123 1.36157 -1.12148 0.14 0.26 0.17
H -3.21206 3.16596 -1.10419 -0.01 -0.21 0.09
C 5.07321 0.11576 -2.02228 0.01 0.06 0.54
C 5.26467 0.17038 -0.69508 -0.04 -0.13 -0.58
H 5.00493 1.02236 -2.63296 0.19 -0.34 0.22
H 5.03174 -0.84293 -2.55165 -0.09 0.37 0.22
H 5.43535 1.11542 -0.16885 -0.09 -0.33 -0.24
H 5.32308 -0.74683 -0.09665 0.21 0.36 -0.26
C -1.16349 -1.77909 2.93958 0.22 -0.04 0.00
P -1.46407 -0.21558 2.03478 -2.07 -0.48 3.37
C -3.22477 0.11640 2.31138 -0.19 0.17 0.12
C -0.48458 1.05824 2.95377 -0.37 -0.18 -0.31
C 0.98155 0.68302 2.79748 0.00 -0.08 -0.20
P 1.51569 0.63934 1.02332 2.35 0.15 1.31
C 2.88325 1.88763 1.11043 -0.22 0.72 -0.71
C 2.45696 -0.88971 0.73776 -0.43 -0.27 -0.24
H -1.79521 -2.58484 2.55084 0.06 0.15 0.02
H -1.39773 -1.66164 4.00938 0.04 0.11 -0.31
H -0.11763 -2.09742 2.84582 -0.24 0.01 0.02
H -3.44572 0.11252 3.39156 0.07 0.04 -0.34
H -3.50463 1.08882 1.88252 0.02 -0.42 0.33
H -3.82332 -0.67042 1.83305 0.10 0.24 0.13
H -0.72620 2.04740 2.53620 0.15 -0.21 0.14
H -0.79316 1.05270 4.00259 -0.05 -0.04 -0.03
H 1.61537 1.39630 3.33028 0.04 -0.17 -0.06
H 1.17592 -0.32448 3.17625 0.02 0.18 0.23
H 3.66491 1.54296 1.81486 -0.56 -0.25 -0.26
H 3.35678 2.03887 0.12893 -0.23 -0.05 0.33
H 2.50468 2.84907 1.48969 0.01 -0.28 -0.22
H 3.28779 -0.96005 1.44940 -0.20 -0.08 -0.06
H 1.79384 -1.76423 0.79849 0.33 0.06 0.15
H 2.87419 -0.83282 -0.27700 0.01 -0.01 0.24
```
Positions in Å, forces in eV/Å.

The charge is +3. The expectation value of S² is 6.013. Its HOMO-LUMO gap (spin up / spin down) is 8.2505 / 3.9554 eV. The multiplicity is 5. Its calculated total energy is -59802.078 eV.



Max |F| in eV Å⁻¹, matching the order above: 3.853 3.985